(1)
Below is a cluster of 3 separate species, C35H71N4OP in total at a distorted geometry, with properties calculated with ωB97M-V with the def2-TZVPD basis set.

Calculated values
Structure (SMILES): CCP(C)[C@]1(CCCCCCCCCCCCn2cccc2)CCC(=O)N1.CCN(CC)CC.CCN(CC)CC
Gap between HOMO and LUMO (eV): 8.40

```
112
C35H71N4OP, DFT ωB97M-V with the def2-TZVPD basis set
C -7.74 -2.25 5.04
C -7.57 -1.64 3.59
P -5.76 -1.27 3.18
C -5.02 -0.36 4.65
C -5.71 -0.17 1.61
C -5.02 -1.18 0.59
C -4.92 -0.63 -0.88
C -3.43 -0.32 -1.30
C -2.61 -1.60 -1.66
C -1.35 -1.36 -2.56
C -1.61 -0.47 -3.82
C -0.36 -0.26 -4.78
C 0.99 -0.85 -4.25
C 2.19 -0.62 -5.23
C 3.49 -0.10 -4.46
C 4.38 0.64 -5.53
C 5.81 0.97 -4.99
N 5.90 2.20 -4.19
C 7.12 2.85 -4.20
C 6.95 3.98 -3.33
C 5.58 3.93 -2.84
C 4.93 2.79 -3.42
C -4.96 1.22 1.76
C -5.83 2.28 0.96
C -7.24 1.68 1.36
O -8.20 2.25 1.80
N -7.02 0.30 1.10
H -6.76 -2.50 5.50
H -8.35 -3.18 4.93
H -8.31 -1.49 5.64
H -8.12 -0.68 3.47
H -7.90 -2.35 2.79
H -5.65 0.49 5.02
H -3.99 0.02 4.41
H -4.92 -1.09 5.48
H -5.69 -2.08 0.56
H -4.05 -1.47 1.04
H -5.53 0.29 -1.01
H -5.33 -1.42 -1.55
H -2.88 0.18 -0.45
H -3.49 0.44 -2.11
H -2.22 -2.04 -0.70
H -3.24 -2.40 -2.12
H -0.47 -0.99 -1.97
H -1.04 -2.37 -2.95
H -1.96 0.55 -3.53
H -2.47 -0.91 -4.40
H -0.20 0.85 -4.89
H -0.62 -0.62 -5.81
H 0.85 -1.96 -4.16
H 1.24 -0.37 -3.28
H 1.99 0.15 -6.02
H 2.50 -1.56 -5.74
H 4.02 -0.97 -4.03
H 3.12 0.59 -3.66
H 3.84 1.50 -5.98
H 4.53 -0.12 -6.35
H 6.57 0.98 -5.80
H 6.10 0.11 -4.33
H 8.03 2.59 -4.76
H 7.71 4.74 -3.05
H 5.08 4.63 -2.14
H 3.89 2.50 -3.27
H -5.09 1.60 2.81
H -3.86 1.23 1.59
H -5.81 2.23 -0.15
H -5.67 3.34 1.29
H -7.81 -0.34 1.20
C 2.23 -5.93 2.77
C 0.75 -5.58 2.70
N 0.48 -4.33 2.01
C -0.91 -3.89 2.15
C -2.00 -4.77 1.53
C 1.03 -4.21 0.66
C 0.60 -5.24 -0.38
H 2.80 -5.14 3.27
H 2.36 -6.85 3.35
H 2.66 -6.10 1.79
H 0.39 -5.49 3.73
H 0.22 -6.42 2.25
H -1.00 -2.88 1.75
H -1.12 -3.79 3.22
H -2.05 -4.64 0.45
H -2.98 -4.47 1.93
H -1.87 -5.83 1.76
H 2.12 -4.22 0.74
H 0.81 -3.21 0.28
H 0.58 -6.26 0.02
H 1.31 -5.24 -1.21
H -0.38 -5.02 -0.80
C 5.66 5.44 3.93
C 5.35 4.36 2.89
N 3.94 4.08 2.74
C 3.68 2.90 1.92
C 4.09 2.95 0.44
C 3.08 5.22 2.46
C 3.38 6.04 1.20
H 5.27 5.16 4.91
H 6.74 5.56 4.02
H 5.25 6.41 3.66
H 5.86 3.45 3.22
H 5.82 4.66 1.94
H 2.62 2.65 1.98
H 4.20 2.05 2.38
H 3.38 3.54 -0.15
H 4.08 1.94 0.03
H 5.09 3.35 0.30
H 3.12 5.90 3.32
H 2.04 4.89 2.43
H 4.44 6.21 1.05
H 2.90 7.03 1.28
H 2.97 5.57 0.31
```


(2)
Below is a structure of composition C35H72InO25P at a distorted geometry, with properties calculated with ωB97M-V with the def2-TZVPD basis set.

Calculated values
Net charge: -2
Gap between HOMO and LUMO (eV): 3.14

```
134
C35H72InO25P, DFT ωB97M-V with the def2-TZVPD basis set
C 6.90 -4.22 2.82
C 6.04 -3.74 1.54
C 4.49 -3.48 1.91
C 4.18 -1.88 1.96
C 3.31 -1.45 0.70
C 2.64 0.00 0.86
C 1.04 -0.04 0.94
C 0.46 0.03 2.44
C -1.13 -0.13 2.36
In -1.70 -2.33 2.65
C -2.33 -3.16 0.65
C -1.49 -4.42 0.14
C -1.90 -5.80 0.88
O -1.13 -5.83 2.09
C -1.52 -6.91 2.96
P -3.72 -2.38 4.22
O -5.03 -1.84 3.57
C 0.10 -3.31 3.57
O 1.10 -3.69 2.88
O 0.16 -3.50 4.96
H 6.43 -3.93 3.81
H 7.93 -3.72 2.76
H 7.03 -5.36 2.76
H 6.15 -4.53 0.72
H 6.49 -2.78 1.09
H 4.21 -3.98 2.89
H 3.87 -3.89 1.04
H 5.19 -1.32 1.95
H 3.67 -1.66 2.96
H 2.53 -2.27 0.48
H 4.02 -1.42 -0.21
H 2.93 0.61 -0.06
H 3.05 0.55 1.77
H 0.64 0.90 0.41
H 0.57 -0.94 0.41
H 0.75 1.06 2.85
H 0.96 -0.74 3.13
H -1.48 0.14 1.31
H -1.67 0.44 3.18
H -2.20 -2.33 -0.13
H -3.44 -3.47 0.64
H -0.36 -4.30 0.23
H -1.73 -4.57 -0.98
H -3.03 -5.81 1.03
H -1.59 -6.66 0.17
H -1.15 -6.63 4.00
H -0.94 -7.84 2.64
H -2.64 -7.07 3.03
H -3.41 -1.50 5.32
H -3.93 -3.69 4.80
C -4.04 0.16 -3.56
O -3.03 -0.12 -4.53
C -2.01 -0.85 -4.06
O -1.89 -1.26 -2.94
O -1.13 -1.05 -5.06
C 0.01 -1.81 -4.70
H -4.81 0.75 -4.05
H -4.49 -0.76 -3.19
H -3.62 0.75 -2.74
H -0.28 -2.81 -4.37
H 0.58 -1.31 -3.91
H 0.65 -1.91 -5.58
C 6.68 -2.97 -6.03
O 5.30 -2.68 -5.81
C 4.86 -1.60 -6.47
O 5.52 -0.89 -7.18
O 3.56 -1.44 -6.18
C 2.96 -0.31 -6.81
H 6.92 -3.87 -5.45
H 6.87 -3.18 -7.08
H 7.31 -2.16 -5.67
H 3.00 -0.41 -7.89
H 3.44 0.62 -6.48
H 1.91 -0.28 -6.50
C 1.82 1.24 5.94
O 1.90 2.54 5.34
C 3.10 3.11 5.41
O 4.09 2.64 5.93
O 3.03 4.31 4.81
C 4.25 5.04 4.81
H 0.80 0.88 5.82
H 2.50 0.55 5.45
H 2.04 1.30 7.01
H 5.03 4.49 4.27
H 4.57 5.25 5.83
H 4.08 5.99 4.30
C -3.98 5.55 0.72
O -3.71 4.21 1.10
C -4.69 3.62 1.80
O -5.74 4.13 2.12
O -4.31 2.37 2.08
C -5.26 1.61 2.83
H -3.12 5.92 0.16
H -4.86 5.61 0.08
H -4.10 6.18 1.61
H -6.19 1.50 2.27
H -5.44 2.07 3.80
H -4.84 0.62 2.99
C 3.50 4.85 -2.61
O 2.48 4.07 -2.01
C 1.37 4.76 -1.71
O 1.18 5.94 -1.90
O 0.49 3.91 -1.15
C -0.75 4.51 -0.77
H 4.35 4.20 -2.81
H 3.16 5.27 -3.56
H 3.83 5.65 -1.94
H -1.26 4.91 -1.65
H -0.59 5.29 -0.03
H -1.37 3.73 -0.34
C -3.96 10.76 1.72
O -3.15 11.03 0.57
C -2.19 10.11 0.35
O -1.98 9.14 1.03
O -1.51 10.48 -0.74
C -0.45 9.59 -1.10
H -4.70 11.56 1.80
H -4.49 9.81 1.60
H -3.36 10.76 2.63
H -0.84 8.60 -1.32
H 0.29 9.55 -0.30
H 0.03 9.99 -1.99
C -5.81 -8.97 -2.96
O -5.76 -7.68 -3.57
C -4.55 -7.08 -3.51
O -3.57 -7.55 -3.00
O -4.65 -5.89 -4.11
C -3.43 -5.14 -4.11
H -6.82 -9.35 -3.07
H -5.12 -9.65 -3.46
H -5.58 -8.90 -1.90
H -2.65 -5.68 -4.66
H -3.11 -4.92 -3.09
H -3.62 -4.20 -4.62
```


(3)
Below is a cluster of 6 separate species, C35H72NO18S5 in total at a distorted geometry, with properties calculated with ωB97M-V with the def2-TZVPD basis set.

Calculated values
ΔE to the lowest compared entry with this formula, charge and spin (eV): 15.291
⟨S²⟩: 0.7545
Gap between HOMO and LUMO (alpha / beta) (eV): 8.06 / 7.78
Spin multiplicity: 2

```
131
C35H72NO18S5, DFT ωB97M-V with the def2-TZVPD basis set
C 1.41 0.19 1.37
C 0.80 1.50 2.20
C 1.25 1.84 3.77
C 0.56 3.13 4.55
C -0.57 4.11 3.80
C -1.24 5.38 4.62
C -0.68 5.57 6.15
C -1.01 6.83 3.83
C -1.04 3.78 2.23
O -2.08 4.66 1.68
C -3.18 3.93 1.05
C -4.38 3.46 2.06
O -3.93 2.90 3.34
C -5.48 4.64 2.38
C -7.01 4.11 2.66
C -8.07 4.49 1.43
C -7.56 4.99 3.97
N -7.14 2.66 3.05
O -6.77 2.41 4.32
C -6.53 1.71 2.05
C -6.00 0.34 2.85
C -7.62 1.13 0.93
C -5.23 2.27 1.23
C -0.34 2.50 1.50
H 2.08 0.56 0.47
H 1.95 -0.57 2.09
H 0.51 -0.41 0.87
H 2.03 1.15 4.33
H 0.91 3.31 5.67
H -2.40 5.13 4.71
H -1.11 6.58 6.58
H -1.00 4.72 6.89
H 0.49 5.68 6.09
H -2.08 7.24 3.50
H -0.48 7.62 4.53
H -0.39 6.65 2.83
H -3.68 4.68 0.27
H -2.86 2.99 0.42
H -4.01 3.65 4.00
H -5.10 5.38 3.23
H -5.53 5.31 1.40
H -9.17 4.26 1.83
H -7.96 5.68 1.29
H -7.80 3.91 0.45
H -7.82 6.07 3.63
H -6.65 5.03 4.72
H -8.43 4.43 4.54
H -5.61 -0.49 2.09
H -6.85 -0.14 3.51
H -5.08 0.56 3.56
H -7.84 -0.02 1.17
H -8.61 1.78 1.06
H -7.16 1.19 -0.15
H -5.53 2.68 0.17
H -4.42 1.42 1.03
H -0.65 2.19 0.40
O 2.42 -0.92 -2.45
S 1.32 -1.57 -3.12
O -0.01 -1.63 -2.54
O 1.77 -3.08 -3.54
C 2.23 -3.96 -2.52
C 1.09 -4.45 -1.65
C 1.17 -0.90 -4.76
H 3.01 -3.48 -1.92
H 2.70 -4.82 -3.02
H 0.64 -3.63 -1.09
H 1.44 -5.20 -0.94
H 0.30 -4.89 -2.27
H 2.16 -0.88 -5.22
H 0.78 0.11 -4.66
H 0.48 -1.52 -5.33
O 1.03 -6.69 1.03
S 1.24 -7.96 1.69
O 0.13 -8.84 2.01
O 2.13 -7.72 3.03
C 1.66 -6.80 4.01
C 0.48 -7.37 4.78
C 2.43 -8.89 0.77
H 1.40 -5.84 3.54
H 2.49 -6.61 4.70
H -0.38 -7.52 4.14
H 0.19 -6.70 5.59
H 0.74 -8.35 5.21
H 3.29 -8.26 0.54
H 1.95 -9.22 -0.16
H 2.73 -9.76 1.36
O 0.69 -3.46 6.26
S 0.52 -3.63 7.69
O -0.10 -4.81 8.25
O -0.21 -2.31 8.30
C -1.47 -1.92 7.77
C -2.58 -2.85 8.22
C 2.10 -3.42 8.47
H -1.42 -1.86 6.67
H -1.68 -0.91 8.13
H -2.44 -3.86 7.82
H -3.55 -2.49 7.89
H -2.58 -2.94 9.31
H 2.57 -2.51 8.09
H 2.71 -4.29 8.24
H 1.95 -3.35 9.55
O 2.54 0.47 -7.53
S 2.79 1.88 -7.36
O 1.72 2.86 -7.40
O 3.96 2.35 -8.39
C 3.78 2.11 -9.78
C 2.76 3.07 -10.38
C 3.69 2.13 -5.85
H 3.49 1.07 -9.96
H 4.74 2.27 -10.27
H 1.76 2.90 -9.96
H 2.69 2.94 -11.46
H 3.03 4.11 -10.15
H 4.52 1.42 -5.81
H 3.00 1.94 -5.02
H 4.04 3.16 -5.81
O 6.41 0.21 -10.52
S 7.28 -0.28 -9.47
O 8.61 0.26 -9.26
O 7.39 -1.90 -9.58
C 7.84 -2.47 -10.80
C 9.33 -2.28 -11.00
C 6.41 -0.20 -7.93
H 7.27 -2.07 -11.65
H 7.62 -3.55 -10.76
H 9.58 -1.22 -11.11
H 9.68 -2.80 -11.89
H 9.88 -2.65 -10.13
H 5.42 -0.63 -8.06
H 6.33 0.85 -7.65
H 6.98 -0.74 -7.17
```


Number 1: electronic energy -54740.621 eV, molar mass 594.95 Da. Number 2: electronic energy -103108.649 eV, molar mass 1038.73 Da. Number 3: electronic energy -129964.975 eV, molar mass 955.29 Da.